Record 1
Here is a molecular structure, C10H18IrN2O6 from OMol25. Energies are from ωB97M-V with the def2-TZVPD basis set.

XYZ file:
```
37
Properties=species:S:1:pos:R:3:forces:R:3:nbo_charge:R:1
Ir 0.503201 -0.969744 0.697055 0.01 -0.10 0.02 1.4332
O 0.786538 -1.395995 2.736336 0.01 0.00 0.02 -0.7006
C 0.470370 -0.403745 3.751205 0.04 0.01 -0.05 -0.0906
C 0.937141 0.981412 3.334247 -0.04 0.03 0.04 -0.2962
N 0.281429 1.486715 2.126108 -0.07 -0.01 -0.03 -0.0646
C 1.080057 2.219703 1.173515 -0.06 0.00 0.06 -0.3784
C 2.047813 1.338128 0.329277 -0.02 0.03 0.02 0.7843
O 2.719565 1.795981 -0.520733 0.04 -0.02 -0.01 -0.4262
O 2.075806 0.051126 0.763801 0.00 0.02 -0.02 -0.6213
C -1.161133 1.559531 2.106404 0.11 0.04 0.04 -0.3821
C -1.912452 0.214251 1.894740 0.05 0.06 -0.05 0.7648
O -2.979592 0.024247 2.361312 -0.02 -0.02 -0.01 -0.4393
O -1.310697 -0.633833 1.040164 -0.05 0.01 0.07 -0.6206
H 1.595139 -1.877591 2.961101 0.00 -0.01 0.00 0.5421
H -0.602579 -0.462772 3.925083 0.00 0.00 -0.02 0.2292
H 0.971525 -0.681488 4.676589 0.00 -0.02 -0.01 0.2550
H 0.697272 1.677428 4.149237 0.02 0.00 -0.01 0.2795
H 2.012826 1.000155 3.173707 0.00 0.00 0.00 0.2568
H 0.442670 2.790055 0.502697 0.02 -0.02 -0.04 0.2739
H 1.732484 2.914152 1.714974 0.01 0.00 -0.01 0.2923
H -1.512839 1.956338 3.061889 -0.03 -0.04 0.00 0.2864
H -1.481684 2.225993 1.306704 -0.01 -0.01 0.00 0.2759
C -1.048472 -1.341665 -4.423996 -0.01 -0.01 -0.01 -0.4249
N -0.285180 -0.697509 -3.343921 0.02 -0.01 0.01 -0.3132
C 0.588561 0.407369 -3.761526 0.02 0.01 0.00 -0.4269
C -0.340880 -1.119146 -2.113517 -0.09 -0.10 0.02 0.7014
C -1.173310 -2.306223 -1.740470 0.00 0.06 -0.03 -0.7063
O 0.344222 -0.484749 -1.215627 0.07 0.13 -0.04 -0.6851
H -1.191838 -0.608726 -5.212595 0.00 0.00 0.00 0.2461
H -2.024623 -1.663577 -4.074574 0.00 0.00 0.00 0.2298
H -0.493901 -2.188917 -4.826911 0.00 0.00 0.00 0.2362
H 1.219423 0.054065 -4.575559 -0.01 0.00 -0.01 0.2402
H 1.211426 0.736038 -2.938834 0.00 -0.01 0.00 0.2407
H -0.025560 1.231500 -4.120637 -0.01 0.00 0.01 0.2331
H -1.092797 -3.097464 -2.482404 0.02 -0.02 0.02 0.2758
H -2.223999 -2.020593 -1.657801 0.01 0.01 0.02 0.2804
H -0.855931 -2.710449 -0.777039 -0.02 -0.03 -0.04 0.2190
```
Positions in Å, forces in eV/Å.

## Properties
- ⟨S²⟩ = 0.760
- lowest unoccupied orbital energy (alpha / beta) (eV) = -9.2 / -10.6
- F_max (eV/Å) = 0.155
- ΔE to the lowest compared entry with this formula, charge and spin (kcal/mol) = 0.0
- M (g/mol) = 454.48
- spin multiplicity = 2
- E (eV) = -28747.15232
- HOMO level (alpha / beta) (eV) = -16.7 / -16.7
- total charge = +2
- orbital gap (alpha / beta) (eV) = 7.5 / 6.1

***

Record 2
Here is a gas-phase ion, C10H18N (charge +1) from OMol25. Energies are from ωB97M-V with the def2-TZVPD basis set.

XYZ file:
```
29
Properties=species:S:1:pos:R:3:forces:R:3:nbo_charge:R:1
C 0.576454 3.165306 0.147862 0.16 0.86 1.12 -0.1599
C 0.497228 1.966930 0.120404 0.15 0.67 -0.06 -0.0271
C 0.386049 0.540374 -0.014069 0.51 -1.79 -0.51 0.0675
C -1.159484 0.028176 0.006703 0.76 1.37 0.16 -0.0073
C -1.793294 0.474371 -1.317235 -1.06 1.86 1.71 -0.6300
C -1.741089 0.762292 1.262227 -0.05 -1.83 0.25 -0.6071
C -1.277645 -1.477715 0.012956 0.57 -0.01 3.72 -0.6424
C 1.224586 -0.009789 -1.221433 -0.27 2.70 -1.27 -0.4275
C 2.562013 -0.488146 -0.727825 -1.84 0.38 0.48 -0.4237
C 2.193699 -1.109322 0.551656 2.11 0.22 2.48 -0.2091
N 1.182394 -0.187537 1.178359 -0.36 0.63 0.22 -0.5472
H 0.639438 4.220135 0.465024 -0.08 -1.10 -0.79 0.2745
H -1.532736 -0.099793 -2.205471 0.29 0.25 0.11 0.2301
H -1.491200 1.564009 -1.292543 -0.83 -0.94 -1.22 0.2272
H -2.917653 0.374925 -1.149117 1.39 0.34 -0.47 0.2376
H -2.784553 0.405172 1.433085 0.78 0.30 0.05 0.2421
H -1.076669 0.310897 2.078064 -1.35 1.10 -0.32 0.1640
H -1.725175 1.871886 1.272960 0.20 -0.89 -0.20 0.2493
H -2.214929 -1.792971 -0.324337 -1.24 -0.37 -1.31 0.2499
H -1.308792 -1.997335 1.034992 0.65 0.91 -0.90 0.2117
H -0.438866 -1.814213 -0.522237 0.55 -1.27 -0.97 0.2047
H 1.490177 0.845317 -1.918206 -1.00 -0.98 0.54 0.2651
H 0.612840 -0.734216 -1.743903 0.31 -0.26 -0.22 0.2316
H 3.002741 -1.114248 -1.430876 0.88 -1.40 -0.95 0.2555
H 3.203283 0.302553 -0.543158 1.30 1.85 0.07 0.2169
H 1.735373 -2.009768 0.289649 -0.66 -1.78 0.53 0.2255
H 3.088603 -1.152306 1.292456 -1.71 -0.59 -1.23 0.2396
H 0.448224 -0.585530 1.773085 0.38 -0.70 -0.26 0.4446
H 1.714063 0.394426 1.846268 -0.52 0.47 -0.77 0.4438
```
Positions in Å, forces in eV/Å.

## Properties
- lowest unoccupied orbital energy (eV) = -2.9
- F_max (eV/Å) = 3.765
- ΔE to the lowest compared entry with this formula, charge and spin (kcal/mol) = 69.8
- M (g/mol) = 152.26
- SMILES = C#C[C@@]1(C(C)(C)C)CCC[NH2+]1
- spin multiplicity = 1
- E (eV) = -12142.71345
- HOMO level (eV) = -14.1
- total charge = +1
- orbital gap (eV) = 11.1

***

Record 3
Here is C10H18N2O5S in the gas phase from OMol25. Energies are from ωB97M-V with the def2-TZVPD basis set.

XYZ file:
```
36
Properties=species:S:1:pos:R:3:forces:R:3:nbo_charge:R:1
C 5.232366 -0.618646 1.234942 1.70 0.71 1.53 -0.7792
S 5.123735 -0.878880 -0.599666 0.87 1.17 1.02 0.2170
C 3.335352 -0.831805 -0.770752 -0.07 -1.80 2.68 -0.5454
C 2.551585 0.428195 -0.419822 3.24 1.54 2.84 -0.4509
C 1.094145 0.396805 -0.555985 -0.22 1.65 2.41 -0.1499
N 0.641247 0.371668 -1.874864 -0.90 -2.19 -1.33 -0.8131
C 0.484776 1.745719 0.109060 -0.17 -0.82 0.35 0.6986
O 1.148895 2.768835 0.237549 -1.03 -1.42 -0.26 -0.5930
N -0.850429 1.638839 0.516675 2.40 1.72 0.05 -0.6150
C -1.767336 0.617839 0.291339 -1.08 -3.09 1.94 -0.1791
C -2.893480 0.399665 1.392527 0.37 2.71 1.19 -0.4015
C -3.289840 -1.004156 1.344940 -1.33 -2.31 1.19 -0.5140
C -3.819648 -1.377362 -0.015026 0.83 -1.78 -2.04 0.8019
O -3.092823 -1.773221 -0.951213 -1.60 0.76 2.23 -0.6354
O -5.172074 -1.320001 -0.185363 1.51 -1.73 -2.38 -0.6630
C -2.578247 0.839448 -0.958907 1.53 -0.12 -2.35 0.7876
O -3.724046 1.161524 -0.875313 -0.76 0.42 -0.90 -0.5906
O -1.894500 0.742395 -2.129198 -0.62 -0.21 1.60 -0.6999
H 6.244022 -1.027178 1.671709 -1.76 0.68 -1.29 0.2424
H 5.192855 0.484167 1.654088 -0.18 -2.09 -1.28 0.2284
H 4.467286 -1.231424 1.741806 0.08 0.34 -0.29 0.2098
H 3.162332 -1.284406 -1.719196 -0.42 -0.22 -0.84 0.2218
H 3.185574 -1.655535 0.058543 -0.93 1.37 -1.74 0.2120
H 2.996219 1.385592 -0.800443 -0.33 -0.91 -0.27 0.2415
H 2.759102 0.574362 0.721374 -0.35 -0.19 -1.77 0.2267
H 0.819933 -0.510987 -0.069449 -0.97 -0.48 0.73 0.2066
H 0.730873 -0.594729 -2.221204 0.18 0.75 -0.29 0.3848
H 1.250251 0.974875 -2.357519 0.47 0.83 -1.51 0.3862
H -1.260466 2.509291 0.766615 -0.07 0.89 0.25 0.4044
H -1.193901 -0.364224 0.364268 -0.78 1.13 -0.89 0.2235
H -3.755352 1.064087 1.258535 0.42 -0.07 -0.37 0.2501
H -2.611825 0.609339 2.434616 0.77 0.02 -0.36 0.2181
H -4.012618 -1.384284 2.145808 0.60 1.09 -1.08 0.2447
H -2.359787 -1.500202 1.622499 -0.14 -0.88 -0.73 0.2269
H -5.214844 -1.789027 -1.132184 -0.31 1.65 2.60 0.5073
H -0.929342 0.433428 -1.930787 -0.94 0.91 -0.64 0.4898
```
Positions in Å, forces in eV/Å.

## Properties
- lowest unoccupied orbital energy (eV) = 0.4
- F_max (eV/Å) = 4.576
- ΔE to the lowest compared entry with this formula, charge and spin (kcal/mol) = 64.1
- M (g/mol) = 278.33
- SMILES = CSCC[C@H](N)C(=O)N[C@@H](CCC(=O)O)C(=O)O
- spin multiplicity = 1
- E (eV) = -34713.97359
- HOMO level (eV) = -8.9
- total charge = 0
- orbital gap (eV) = 9.3

***

Record 4
Here is 2 unconnected molecules or ions with the total composition C10H18N2O8 from OMol25. Energies are from ωB97M-V with the def2-TZVPD basis set.

XYZ file:
```
38
Properties=species:S:1:pos:R:3:forces:R:3:nbo_charge:R:1
N 0.765228 1.219047 0.756948 -0.40 0.03 0.43 -0.8512
C 0.035788 1.136588 2.017258 0.07 0.27 0.08 -0.1756
C -1.465404 1.327860 1.798320 0.03 0.04 0.10 -0.3864
C -1.781620 2.648094 1.107608 -0.05 -0.05 -0.03 -0.5442
C -1.498498 3.857097 1.981746 0.15 -0.15 0.40 0.7947
O -1.113533 3.809986 3.120477 -0.20 0.04 -0.52 -0.5716
O -1.715678 5.054424 1.391419 -0.03 -0.02 -0.12 -0.6674
C 0.288035 -0.141207 2.811471 -0.30 -0.07 0.13 0.7768
O -0.520535 -0.729152 3.486965 0.28 0.23 -0.26 -0.5894
O 1.567946 -0.558307 2.696619 0.00 -0.19 0.16 -0.6928
H 1.764096 1.212839 0.937667 -0.13 0.00 -0.04 0.3675
H 0.575293 0.391929 0.194908 0.29 0.21 0.02 0.3857
H 0.386055 1.958070 2.655646 -0.08 -0.15 0.03 0.2434
H -1.849826 0.500501 1.187901 0.06 0.05 0.06 0.1875
H -1.970466 1.273173 2.764407 0.02 -0.02 -0.11 0.2500
H -1.185200 2.734760 0.191580 -0.06 0.05 0.09 0.2458
H -2.840748 2.682537 0.817054 0.14 0.03 0.06 0.2292
H -2.002765 4.923082 0.477218 0.04 0.04 0.13 0.4809
H 1.642537 -1.346702 3.260851 0.02 0.12 -0.10 0.4989
N 1.659394 -0.456500 -1.225847 0.33 -0.34 -0.50 -0.8377
C 1.322736 -1.529930 -2.154637 -0.10 -0.21 -0.10 -0.1708
C -0.009415 -1.255992 -2.853099 0.01 -0.03 -0.08 -0.3965
C -1.148876 -1.060470 -1.861253 0.06 -0.01 -0.03 -0.5386
C -1.511331 -2.333100 -1.116228 0.18 -0.37 -0.08 0.7917
O -1.006854 -3.409357 -1.302693 -0.22 0.50 0.07 -0.5714
O -2.484169 -2.195671 -0.186983 0.02 0.11 -0.04 -0.6620
C 2.401613 -1.830146 -3.189881 -0.08 -0.15 -0.38 0.7765
O 2.215079 -2.171759 -4.332782 0.04 0.18 0.53 -0.5861
O 3.643600 -1.692539 -2.674861 0.02 -0.07 -0.18 -0.6905
H 2.478687 -0.714271 -0.684975 -0.05 0.00 -0.01 0.3822
H 1.914705 0.380735 -1.744097 -0.06 0.01 0.07 0.3645
H 1.207999 -2.451118 -1.567684 0.06 0.10 -0.11 0.2468
H 0.085741 -0.356076 -3.473474 0.00 -0.10 0.07 0.2114
H -0.229138 -2.087882 -3.527487 0.03 0.13 0.10 0.2508
H -0.868348 -0.295885 -1.125233 -0.17 -0.07 -0.11 0.2309
H -2.048862 -0.705335 -2.380085 0.11 -0.04 0.10 0.2369
H -2.772533 -1.273534 -0.146275 0.00 -0.13 0.02 0.4800
H 4.255410 -1.938405 -3.388730 -0.03 0.04 0.13 0.5001
```
Positions in Å, forces in eV/Å.

## Properties
- lowest unoccupied orbital energy (eV) = 0.2
- F_max (eV/Å) = 0.691
- M (g/mol) = 294.26
- SMILES = N[C@@H](CCC(=O)O)C(=O)O.N[C@@H](CCC(=O)O)C(=O)O
- spin multiplicity = 1
- E (eV) = -30024.11220
- HOMO level (eV) = -9.6
- total charge = 0
- orbital gap (eV) = 9.8

***

Record 5
Here is 2 unconnected molecules or ions with the total composition C10H18N3O from OMol25. Energies are from ωB97M-V with the def2-TZVPD basis set.

XYZ file:
```
32
Properties=species:S:1:pos:R:3:forces:R:3:nbo_charge:R:1
C -1.108861 -2.492210 -0.865377 1.60 -1.88 -2.44 -0.1376
C -0.318846 -3.089842 -1.834925 -2.29 4.63 0.81 0.2319
C 2.171842 1.066487 -0.071827 -1.11 -1.46 2.62 -0.4287
C 0.046541 2.384906 0.291808 1.08 0.25 -0.68 -0.4396
C 0.630467 0.743341 1.975979 -0.40 -0.94 0.17 -0.4222
C 1.254190 0.000332 -0.755355 -1.01 0.69 -0.22 -0.2304
C -0.634980 1.346167 -0.584305 -2.20 1.44 0.31 -0.2434
C 1.241535 1.781530 0.951000 0.85 -2.20 1.42 -0.2012
C -0.215882 -0.311677 1.174431 2.36 0.43 -0.94 -0.0437
C -1.563790 -0.509906 1.703426 1.67 1.34 2.91 -0.6123
N -1.144813 -1.214395 -2.528696 0.23 -2.05 0.48 -0.0295
N -1.506597 -1.304350 -1.310063 -1.10 0.77 0.60 -0.0146
N -0.180992 0.058765 -0.267757 1.68 -1.78 1.18 -0.3513
O -0.210847 -2.233095 -2.845605 0.04 -0.11 -0.62 -0.2344
H -1.304245 -2.986991 0.008409 -0.95 -0.38 2.23 0.2497
H 0.127009 -3.993303 -1.851273 1.59 -2.71 -0.43 0.2405
H 2.968074 0.560641 0.592087 -0.72 0.92 -1.71 0.2350
H 2.465732 1.850499 -0.730533 0.96 0.09 -0.69 0.2286
H 0.384543 3.224304 -0.327808 -0.76 0.40 0.58 0.2359
H -0.556806 2.507326 1.168348 -1.01 1.52 -0.16 0.2256
H 1.347843 0.156128 2.628973 -0.53 1.10 -0.74 0.2311
H -0.170278 1.188541 2.625814 1.28 0.23 -0.21 0.2133
H 1.190183 0.150790 -1.837294 0.18 0.20 -0.01 0.1873
H 1.570482 -1.005435 -0.633712 0.57 -0.93 0.46 0.2054
H -1.736467 1.574337 -0.567115 0.66 -1.00 0.42 0.2267
H -0.430011 1.368695 -1.615827 0.58 1.14 -1.60 0.1755
H 1.851607 2.454695 1.544047 -0.16 0.53 -0.16 0.2404
H 0.311193 -1.261888 1.233907 0.17 -0.24 -0.20 0.1929
H -2.075079 -1.105925 1.097874 -2.64 -2.40 -2.46 0.2005
H -2.031001 0.439522 1.821738 -0.81 0.60 0.31 0.2144
H -1.442463 -1.034361 2.665248 -0.35 0.48 -0.11 0.2340
H -0.929280 -0.313630 -2.855616 0.54 1.31 -1.13 0.4203
```
Positions in Å, forces in eV/Å.

## Properties
- lowest unoccupied orbital energy (alpha / beta) (eV) = -4.8 / -4.8
- F_max (eV/Å) = 5.224
- ΔE to the lowest compared entry with this formula, charge and spin (kcal/mol) = 162.1
- M (g/mol) = 196.27
- spin multiplicity = 1
- E (eV) = -17168.04571
- HOMO level (alpha / beta) (eV) = -12.2 / -12.2
- total charge = +1
- orbital gap (alpha / beta) (eV) = 7.3 / 7.3

***

Record 6
Here is 2 unconnected molecules or ions with the total composition C10H18N3O2 from OMol25. Energies are from ωB97M-V with the def2-TZVPD basis set.

XYZ file:
```
33
Properties=species:S:1:pos:R:3:forces:R:3:nbo_charge:R:1
C -0.024895 1.654164 0.184109 2.11 -3.52 2.11 0.3602
C 1.525435 0.015160 0.563807 -0.18 -2.36 1.62 -0.0476
C 2.633709 0.628873 0.116819 -0.51 1.63 -1.14 0.0110
C -1.348848 -0.699012 0.787880 2.51 -0.71 1.80 0.8397
C -2.974184 0.084800 -1.602183 -0.68 -0.90 -1.35 -0.6614
C -4.395339 -0.852706 0.321403 1.78 -1.37 -1.37 -0.6505
C -3.869177 1.626064 0.117049 -0.08 0.34 -0.16 -0.6438
C 4.146297 -0.405988 -1.388770 0.14 -1.18 -5.67 -0.4788
C 4.898530 0.391507 0.684995 3.73 0.13 3.62 -0.4689
C -3.412042 0.235616 -0.155880 -1.42 0.29 -1.46 0.2671
N -0.336351 2.607286 -0.322837 -1.57 4.49 -2.32 -0.2543
N 0.333858 0.533972 0.744596 0.90 0.35 -0.04 -0.3125
N 3.772228 -0.190056 -0.002553 0.80 0.18 -1.07 -0.3928
O -1.089845 -1.835015 0.908467 -1.08 -1.90 -0.79 -0.5487
O -2.096568 0.257434 0.633747 -2.70 0.37 -0.58 -0.5338
H 1.756433 -1.049469 0.939090 -1.12 1.36 0.07 0.1807
H 2.689337 1.601212 -0.324506 0.15 0.49 0.03 0.2422
H -2.121892 0.655405 -2.036695 -0.65 0.15 0.92 0.2301
H -2.679183 -0.964651 -1.636358 0.05 -0.18 -0.66 0.2130
H -3.861067 0.222632 -2.316480 1.15 -0.26 1.13 0.2418
H -5.382392 -0.465571 0.465433 -0.58 0.24 -0.25 0.2366
H -3.966799 -0.976765 1.301496 -0.42 -1.13 0.69 0.2301
H -4.406823 -1.847782 -0.348901 0.15 2.29 1.77 0.2329
H -4.270856 1.717011 1.151253 0.35 0.19 -0.71 0.2231
H -2.856443 2.095522 0.000633 -1.66 1.07 0.04 0.2391
H -4.673552 1.881199 -0.644955 1.22 0.14 0.99 0.2329
H 3.578363 -1.265928 -2.023130 0.90 1.85 2.27 0.2747
H 3.993373 0.502233 -2.081084 0.02 -0.98 1.66 0.2598
H 5.224141 -0.640193 -1.520205 -0.68 0.00 0.60 0.2526
H 5.851190 -0.267817 0.747603 -2.07 0.32 -0.14 0.2618
H 5.350152 1.249348 0.212673 -0.76 0.49 -0.75 0.2542
H 4.677124 0.730657 1.757801 -0.15 -0.78 -1.62 0.2639
H 3.471735 -1.066186 0.373163 0.36 -1.09 0.75 0.4455
```
Positions in Å, forces in eV/Å.

## Properties
- ⟨S²⟩ = 2.034
- lowest unoccupied orbital energy (alpha / beta) (eV) = -3.0 / -6.5
- F_max (eV/Å) = 5.793
- ΔE to the lowest compared entry with this formula, charge and spin (kcal/mol) = 0.0
- M (g/mol) = 212.27
- spin multiplicity = 3
- E (eV) = -19212.04578
- HOMO level (alpha / beta) (eV) = -7.7 / -13.8
- total charge = +1
- orbital gap (alpha / beta) (eV) = 4.6 / 7.2

***

Among the records above, which one has the highest spin multiplicity? C10H18N3O2